Entry from OMol25: C26H30F10IrN4O2S2Si as an isolated structure (ωB97M-V with the def2-TZVPD basis set).

- Orbital gap (alpha / beta): 0.2762 / 0.1822 hartree
- Highest occupied orbital energy (alpha / beta): -7.224 / -7.111 eV
- ⟨S²⟩: 8.785
- Multiplicity: 6
- LUMO energy (alpha / beta): 0.29 / -2.15 eV
- Relative energy (zero: lowest compared OMol25 entry of this formula, charge and spin): 0.00 kcal per mole

Geometry (Å):
Ir 0.0348 0.6204 1.5142
C 2.9332 -1.0586 1.6707
N 2.0246 -0.2751 2.5073
C 1.4813 -1.0521 3.6066
C 0.4869 -2.0665 3.0568
N -0.3531 -1.4877 2.0065
C -1.3871 -2.2388 1.5355
C -2.2831 -1.7108 0.5681
F -2.0845 -0.5092 0.0319
C -3.3997 -2.3830 0.1227
F -4.2149 -1.8057 -0.7600
C -3.6802 -3.6575 0.5791
F -4.7508 -4.3116 0.1451
C -2.8228 -4.2378 1.4957
F -3.0739 -5.4669 1.9431
C -1.7171 -3.5545 1.9544
F -0.9593 -4.2145 2.8402
C 2.6102 1.0150 2.8771
C 2.8374 1.8275 1.6033
N 1.7586 1.5571 0.6569
C 1.8399 2.0226 -0.6093
C 2.8235 2.8805 -1.1542
F 3.8536 3.3231 -0.4028
C 2.7806 3.3707 -2.4471
F 3.7443 4.1979 -2.8622
C 1.7583 3.0400 -3.3116
F 1.7089 3.5284 -4.5585
C 0.7830 2.1876 -2.8378
F -0.2338 1.8261 -3.6376
C 0.8403 1.7017 -1.5523
F -0.1426 0.8361 -1.2008
H 3.8894 -1.2161 2.1854
H 3.1074 -0.5427 0.7296
H 2.4941 -2.0274 1.4431
H 0.9736 -0.3634 4.2768
H 2.2643 -1.5794 4.1682
H -0.1265 -2.4284 3.8839
H 1.0079 -2.9400 2.6553
H 3.5605 0.8854 3.4125
H 1.9050 1.5158 3.5372
H 3.8063 1.5577 1.1779
H 2.8939 2.8862 1.8738
S -0.6326 3.3880 1.3935
C -1.2670 3.8915 -0.0494
N -1.9922 3.1600 -0.8960
C -2.5743 3.8141 -2.0575
C -1.7218 5.0574 -2.2990
S -1.0552 5.5154 -0.6676
H -2.2464 2.2198 -0.6322
H -3.6170 4.0783 -1.8636
H -2.5359 3.1438 -2.9148
H -2.3084 5.8827 -2.6930
H -0.8916 4.8500 -2.9720
C 1.9105 -2.6468 -4.1183
Si 0.4667 -2.6316 -2.9291
C -0.8459 -1.4486 -3.5157
C -0.2363 -4.3682 -2.8395
C 1.0822 -2.1631 -1.2484
H 1.6088 -3.0403 -5.0926
H 2.7096 -3.2843 -3.7304
H 2.3221 -1.6459 -4.2674
H -1.2528 -1.7782 -4.4753
H -0.4455 -0.4402 -3.6458
H -1.6716 -1.3896 -2.8081
H -0.4561 -4.7549 -3.8380
H -1.1608 -4.3965 -2.2551
H 0.4793 -5.0453 -2.3655
H 0.6807 -1.3574 -0.6383
H 1.8997 -2.7084 -0.7831
C -2.5863 1.3189 4.7221
C -1.6530 1.0884 3.5657
O -2.1049 0.6534 2.4747
O -0.4138 1.3124 3.7057
H -3.5016 1.7940 4.3736
H -2.1062 1.9273 5.4838
H -2.8547 0.3520 5.1515

Löwdin atomic charge list, values in e, 8 entries: number 1, Ir, carries 1.36; number 2, C, carries -0.06; number 3, N, carries -0.31; number 4, C, carries -0.18; number 5, C, carries -0.19; number 6, N, carries -0.04; number 7, C, carries -0.16; number 8, C, carries -0.16

---

Entry from OMol25: C26H30F2NO3 as an isolated structure (ωB97M-V with the def2-TZVPD basis set).

- Orbital gap: 0.1638 hartree
- Highest occupied orbital energy: -2.929 eV
- Multiplicity: 1
- Net charge: -1
- LUMO energy: 1.53 eV

Geometry (Å):
C 4.5685 -1.6108 -2.2649
C 3.7183 -0.9379 -3.3111
O 2.7990 -0.0581 -2.5920
C 2.0233 0.6079 -3.4748
C 0.9666 1.4549 -2.8175
C 0.3211 2.1548 -3.8860
N -0.2881 2.7046 -4.7189
O 2.1025 0.4831 -4.6839
H 5.2318 -2.3485 -2.7315
H 5.2024 -0.8842 -1.7402
H 3.9560 -2.1329 -1.5189
H 4.3289 -0.3236 -3.9859
H 3.1468 -1.6803 -3.8903
H 1.3670 2.1408 -2.0564
C 2.3039 1.4908 3.4725
C 2.4401 0.5519 2.2685
C 3.4367 1.1794 1.2959
C 3.0091 -0.7833 2.7601
C 1.0635 0.3293 1.6079
C 0.8222 0.6095 0.2973
C -0.4895 0.4872 -0.2894
C -0.6709 0.7709 -1.6535
C -1.9222 0.7969 -2.3180
C -3.1283 1.1871 -1.6584
C -4.3444 1.0461 -2.3196
F -5.4968 1.3862 -1.6380
C -4.4495 0.5436 -3.6144
C -3.2638 0.2242 -4.2645
F -3.3307 -0.3088 -5.5401
C -2.0133 0.3761 -3.6858
C -1.5209 -0.1270 0.5095
C -1.3525 -0.4610 1.8177
C -2.4792 -1.0699 2.6619
C -2.0728 -2.4587 3.1694
C -3.7800 -1.2113 1.8703
C -2.7640 -0.1850 3.8817
C -0.0323 -0.2300 2.4170
O 0.1638 -0.5202 3.6288
H 1.6458 1.0458 4.2233
H 3.2922 1.6611 3.9156
H 1.8882 2.4537 3.1553
H 3.6280 0.5260 0.4363
H 3.0717 2.1508 0.9418
H 4.3928 1.3450 1.8078
H 3.1121 -1.4857 1.9247
H 3.9965 -0.6171 3.2075
H 2.3422 -1.2162 3.5112
H 1.6549 0.9007 -0.3530
H 0.2695 0.4791 -2.2869
H -3.0959 1.5297 -0.6216
H -5.4076 0.4214 -4.0976
H -1.1216 0.0826 -4.2388
H -2.4412 -0.3999 -0.0152
H -1.1769 -2.3756 3.7924
H -2.8916 -2.8753 3.7685
H -1.8675 -3.1308 2.3274
H -4.1281 -0.2427 1.4921
H -3.6684 -1.9116 1.0344
H -4.5585 -1.6072 2.5354
H -3.0679 0.8196 3.5630
H -3.5745 -0.6344 4.4681
H -1.8667 -0.1126 4.5035

natural (NBO) atomic charge list, values in e, 8 entries: number 1, C, carries -0.63; number 2, C, carries -0.07; number 3, O, carries -0.52; number 4, C, carries 0.76; number 5, C, carries -0.67; number 6, C, carries 0.30; number 7, N, carries -0.41; number 8, O, carries -0.63

---

Entry from OMol25: a 4-piece molecular cluster, C26H30F9NO8 overall (ωB97M-V with the def2-TZVPD basis set).

- Orbital gap: 0.3052 hartree
- Highest occupied orbital energy: -9.597 eV
- Multiplicity: 1
- LUMO energy: -1.29 eV

Geometry (Å):
C -2.0545 -5.4000 2.0709
C -1.1360 -4.7457 1.0288
C 0.0799 -4.0418 1.6438
C 0.5699 -2.8111 0.8867
N 0.1528 -1.5380 1.5313
C -1.2609 -1.4959 1.8020
C -1.6850 -1.6195 3.1148
C -3.0384 -1.5903 3.4076
C -3.9757 -1.4453 2.3985
C -3.5484 -1.3147 1.0790
C -2.1934 -1.3229 0.7798
C -4.5486 -1.1815 -0.0217
O -4.2516 -0.7352 -1.1066
C -5.9275 -1.6382 0.2864
C -6.3329 -1.7498 1.5474
C -5.4342 -1.4353 2.6879
O -5.8831 -1.1951 3.7892
H -2.8632 -4.7290 2.3600
H -1.5035 -5.6877 2.9656
H -2.5144 -6.2977 1.6584
H -1.7306 -4.0542 0.4306
H -0.7871 -5.5178 0.3421
H -0.1084 -3.7868 2.6872
H 0.9019 -4.7593 1.6701
H 1.6602 -2.8063 0.9027
H 0.2738 -2.8416 -0.1675
H 0.3113 -0.8107 0.8405
H -0.9547 -1.7565 3.8989
H -3.3484 -1.6900 4.4397
H -1.8682 -1.2091 -0.2463
H -6.5607 -1.8576 -0.5625
H -7.3384 -2.0675 1.7890
C 4.1650 3.8224 1.2914
C 3.2168 2.6891 1.6090
O 2.5402 2.2230 0.4179
C 3.2084 1.3866 -0.3535
O 4.3111 0.9549 -0.1973
C 2.3053 0.9714 -1.5337
F 1.6921 2.0214 -2.0779
F 1.3624 0.1220 -1.0914
F 3.0087 0.3572 -2.4810
H 3.6352 4.6318 0.7891
H 4.5995 4.2076 2.2129
H 4.9733 3.4887 0.6415
H 2.4169 3.0191 2.2677
H 3.7281 1.8513 2.0811
C -2.4428 2.0364 2.6430
C -2.7724 3.3916 3.2197
O -1.8806 3.7222 4.3085
C -0.6875 4.1745 3.9670
O -0.2571 4.3434 2.8644
C 0.1227 4.5069 5.2391
F 0.0244 3.5330 6.1467
F -0.3367 5.6395 5.7835
F 1.4062 4.6739 4.9366
H -2.4437 1.2463 3.3929
H -3.1541 1.7660 1.8621
H -1.4474 2.0613 2.1968
H -3.7682 3.4099 3.6570
H -2.7255 4.1693 2.4588
C 2.6918 0.2819 -5.7682
C 4.0628 -0.0975 -6.2784
O 4.0600 -0.2905 -7.7110
C 4.1387 0.8069 -8.4444
O 4.2160 1.9357 -8.0612
C 4.1611 0.4262 -9.9410
F 3.2290 -0.4874 -10.2242
F 5.3589 -0.0841 -10.2564
F 3.9471 1.4971 -10.6943
H 1.9531 -0.4616 -6.0697
H 2.7080 0.3422 -4.6810
H 2.3783 1.2472 -6.1647
H 4.3811 -1.0549 -5.8724
H 4.8114 0.6498 -6.0191

Löwdin atomic charge list, values in e, 8 entries: number 1, C, carries -0.10; number 2, C, carries -0.25; number 3, C, carries -0.20; number 4, C, carries -0.21; number 5, N, carries 0.01; number 6, C, carries -0.27; number 7, C, carries -0.01; number 8, C, carries 0.00

---

Table of max |F| (hartree/bohr), in record order: 0.0138, 0.1362, 0.0137